# C33H58N2O12S5

5 unconnected molecules or ions with the total composition C33H58N2O12S5 at a distorted geometry (wB97M-V/def2-TZVPD, the Open Molecules 2025 dataset).

Its spin multiplicity is 1. The HOMO-LUMO gap is 6.70 eV. Its SMILES is CCCCCCCc1cc(Cc2ccccc2C)c2nsnc2c1.CCOS(C)(=O)=O.CCOS(C)(=O)=O.CCOS(C)(=O)=O.CCOS(C)(=O)=O. For the total energy, the calculation gives -116865.293 eV. For the largest force on an atom, the calculation gives 7.39 eV/Å.

Last column: Mulliken charge in e.
Atoms and positions in Å:
C 4.241 3.022 1.570  -0.85
C 4.198 2.186 0.161  -0.11
C 2.729 2.118 -0.564  -0.48
C 1.629 3.200 -0.010  -0.30
C 0.433 3.317 -1.135  -0.41
C -1.096 3.226 -0.463  -0.24
C -1.471 4.736 0.056  -0.47
C -3.030 5.194 -0.239  0.34
C -4.231 4.202 -0.772  -0.49
C -5.782 4.740 -1.091  0.20
C -6.992 3.796 -1.667  -0.42
C -8.095 3.318 -0.551  0.41
C -7.869 3.210 1.068  -0.40
C -9.077 2.661 2.076  -0.41
C -10.558 2.175 1.539  -0.43
C -10.810 2.311 -0.107  -0.47
C -9.602 2.868 -1.116  0.40
C -10.020 2.935 -2.728  -0.96
C -6.032 6.353 -0.781  0.33
N -7.411 6.937 -0.993  -0.46
S -7.096 8.627 -0.547  0.17
N -5.395 8.796 -0.087  -0.52
C -4.873 7.384 -0.250  0.35
C -3.354 6.816 0.001  -0.66
H 5.174 2.598 2.181  0.25
H 3.311 2.874 2.267  0.19
H 4.499 4.166 1.380  0.29
H 5.009 2.641 -0.553  0.25
H 4.517 1.062 0.383  0.03
H 2.915 2.380 -1.714  0.20
H 2.361 0.995 -0.534  0.18
H 2.115 4.264 0.082  0.16
H 1.094 2.861 1.001  0.23
H 0.574 2.401 -1.884  -0.01
H 0.570 4.285 -1.781  0.32
H -1.104 2.406 0.398  0.22
H -1.807 2.945 -1.357  0.12
H -1.178 4.942 1.194  0.27
H -0.794 5.496 -0.567  0.32
H -4.000 3.046 -0.943  0.19
H -7.486 4.329 -2.612  0.20
H -6.473 2.819 -2.108  0.34
H -6.837 3.515 1.535  0.30
H -8.826 2.632 3.219  0.27
H -11.416 1.753 2.214  0.29
H -11.858 1.971 -0.520  0.21
H -11.199 3.003 -2.769  0.34
H -9.578 2.035 -3.347  0.24
H -9.593 3.966 -3.146  0.24
H -2.468 7.529 0.352  0.24
O 5.931 -0.221 2.206  -0.60
S 5.854 -0.929 3.465  1.14
O 6.536 -0.462 4.654  -0.55
O 6.241 -2.492 3.220  -0.28
C 7.488 -2.797 2.610  -0.34
C 8.640 -2.623 3.583  -0.92
C 4.143 -1.182 3.869  -0.96
H 7.637 -2.194 1.708  0.31
H 7.444 -3.845 2.295  0.29
H 8.769 -1.572 3.857  0.28
H 9.577 -2.973 3.141  0.40
H 8.453 -3.178 4.508  0.20
H 3.626 -1.576 2.993  0.35
H 3.719 -0.217 4.154  0.37
H 4.077 -1.878 4.708  0.31
O -0.686 -1.165 -2.584  -0.66
S 0.085 -0.942 -3.788  1.26
O 0.843 0.272 -4.003  -0.59
O -0.869 -1.200 -5.083  -0.23
C -2.086 -0.473 -5.188  -0.37
C -1.840 0.965 -5.606  -0.88
C 1.171 -2.326 -4.030  -0.97
H -2.650 -0.523 -4.251  0.34
H -2.690 -0.968 -5.956  0.27
H -1.309 1.517 -4.825  0.17
H -2.785 1.480 -5.799  0.38
H -1.221 1.006 -6.509  0.26
H 0.602 -3.249 -3.914  0.27
H 1.958 -2.272 -3.274  0.43
H 1.611 -2.260 -5.027  0.31
O 1.650 -7.751 -6.216  -0.64
S 0.717 -6.750 -6.685  1.10
O 0.610 -5.447 -6.065  -0.46
O -0.769 -7.411 -6.775  -0.27
C -1.314 -8.022 -5.613  -0.32
C -1.792 -6.987 -4.612  -0.95
C 0.964 -6.517 -8.428  -0.95
H -0.590 -8.708 -5.160  0.32
H -2.169 -8.624 -5.938  0.27
H -0.952 -6.419 -4.201  0.25
H -2.314 -7.465 -3.779  0.39
H -2.465 -6.268 -5.090  0.26
H 1.004 -7.492 -8.915  0.33
H 1.911 -5.990 -8.566  0.36
H 0.145 -5.914 -8.824  0.31
O 5.440 -4.489 7.250  -0.63
S 5.288 -3.840 8.534  1.26
O 4.098 -3.094 8.883  -0.61
O 6.593 -2.905 8.812  -0.28
C 6.942 -1.919 7.850  -0.13
C 6.017 -0.718 7.923  -1.01
C 5.591 -5.035 9.812  -0.98
H 6.956 -2.348 6.843  0.16
H 7.963 -1.596 8.078  0.28
H 5.000 -0.986 7.620  0.24
H 6.365 0.080 7.263  0.35
H 5.959 -0.335 8.947  0.34
H 6.510 -5.575 9.583  0.31
H 4.745 -5.725 9.834  0.37
H 5.670 -4.516 10.769  0.32